{
  "formula": "AlF2",
  "method": "ωB97M-V with the def2-TZVPD basis set",
  "max_force_ev_per_a": 0.09,
  "e_above_lowest_kcal_mol": 159.3,
  "orbital_gap_ev": 1.61,
  "e_lumo_ev": -13.5831,
  "spin_multiplicity": 1,
  "total_charge": 1,
  "symbols": ["Al", "F", "F"],
  "xyz": [[-0.3255, -1.4371, 0.8350], [4.5410, 0.4156, 0.5485], [-4.2155, 1.0215, -1.3834]],
  "forces_ev_per_a": [[0.000, 0.004, -0.003], [-0.089, 0.005, -0.018], [0.089, -0.009, 0.021]]
}

{
  "formula": "C40H88F16N9O22S8",
  "method": "ωB97M-V with the def2-TZVPD basis set",
  "max_force_ev_per_a": 4.01,
  "orbital_gap_ev": 8.65,
  "e_lumo_ev": -2.2033,
  "spin_multiplicity": 1,
  "total_charge": 1,
  "symbols": ["C", "O", "C", "C", "N", "H", "H", "C", "C", "O", "C", "H", "H", "H", "H", "H", "H", "H", "H", "H", "H", "H", "H", "H", "H", "C", "O", "C", "C", "N", "H", "H", "C", "C", "O", "C", "H", "H", "H", "H", "H", "H", "H", "H", "H", "H", "H", "H", "H", "H", "C", "O", "C", "C", "N", "H", "H", "C", "C", "O", "C", "H", "H", "H", "H", "H", "H", "H", "H", "H", "H", "H", "H", "H", "H", "C", "C", "C", "C", "N", "C", "C", "C", "C", "C", "H", "H", "H", "H", "H", "H", "H", "H", "H", "H", "H", "H", "H", "H", "H", "H", "H", "H", "H", "H", "C", "C", "C", "C", "N", "C", "C", "C", "C", "C", "H", "H", "H", "H", "H", "H", "H", "H", "H", "H", "H", "H", "H", "H", "H", "H", "H", "H", "H", "H", "N", "S", "O", "O", "F", "S", "O", "O", "F", "N", "S", "O", "O", "F", "S", "O", "O", "F", "C", "F", "F", "F", "S", "O", "O", "N", "S", "O", "O", "C", "F", "F", "F", "C", "F", "F", "F", "S", "O", "O", "N", "S", "O", "O", "C", "F", "F", "F"],
  "xyz": [[-0.2252, -3.5284, 3.3150], [0.4771, -3.4049, 4.5703], [1.1883, -2.1795, 4.5683], [1.9425, -2.2068, 5.8339], [0.8936, -2.4179, 6.9365], [0.4176, -1.5039, 7.0768], [0.2388, -3.0796, 6.4210], [1.1560, -3.1744, 8.2068], [1.8498, -2.3464, 9.2536], [3.0578, -1.8596, 8.7141], [3.9767, -1.2334, 9.6135], [-1.0493, -2.8631, 3.2521], [-0.5676, -4.5352, 3.2217], [0.4622, -3.2704, 2.5228], [0.5119, -1.2695, 4.4983], [1.7997, -2.0272, 3.6832], [2.6042, -1.4018, 6.1160], [2.5506, -3.0945, 5.8688], [1.8369, -3.9984, 7.8081], [0.1834, -3.6299, 8.5073], [2.0273, -3.0209, 10.1060], [1.1528, -1.5359, 9.5983], [4.2706, -1.9278, 10.3830], [3.5089, -0.3222, 10.0308], [4.7784, -0.8637, 8.9854], [4.6375, 1.3514, 6.6880], [4.1830, 1.4121, 5.3546], [2.9999, 2.1498, 5.2744], [2.5014, 2.3643, 3.8712], [3.5234, 2.8732, 2.9029], [4.2562, 2.1695, 2.9192], [3.1696, 2.9268, 1.9326], [4.1684, 4.1375, 3.3063], [5.6424, 3.9516, 3.5509], [6.1751, 3.5515, 2.3326], [7.5494, 3.3704, 2.2595], [3.9002, 0.7900, 7.3112], [4.7720, 2.3198, 7.1067], [5.5339, 0.7394, 6.6436], [3.2406, 3.0945, 5.8456], [2.2308, 1.6352, 5.8701], [1.6733, 3.1036, 3.9722], [2.2003, 1.4525, 3.3335], [3.5985, 4.5789, 4.1761], [3.9017, 4.8297, 2.5030], [5.7771, 3.1775, 4.3032], [6.0938, 4.8956, 3.8678], [8.2141, 4.1266, 2.7453], [7.8808, 3.3226, 1.2359], [7.6588, 2.3334, 2.6785], [-2.4067, 6.2010, -3.7830], [-2.1345, 6.2607, -5.1717], [-2.3310, 4.9699, -5.7613], [-1.6501, 4.9501, -7.1023], [-0.2623, 5.5613, -6.9377], [0.1401, 5.6415, -7.8924], [-0.4838, 6.4883, -6.5110], [0.6692, 4.8869, -6.0003], [1.8835, 5.8271, -5.8927], [1.3599, 7.1152, -5.5405], [1.3492, 7.4556, -4.1906], [-3.2492, 5.5447, -3.5677], [-2.6011, 7.2214, -3.4442], [-1.5624, 5.8080, -3.2324], [-3.3698, 4.7635, -5.9659], [-1.9866, 4.1850, -5.0611], [-2.2038, 5.4894, -7.8857], [-1.4969, 3.8736, -7.3632], [0.8155, 3.8801, -6.4168], [0.2231, 4.7618, -4.9972], [2.3965, 5.9484, -6.8723], [2.6060, 5.4937, -5.1694], [0.9132, 6.6052, -3.6139], [0.8037, 8.4175, -4.0391], [2.3666, 7.4976, -3.8694], [-4.9492, -3.1750, -6.4647], [-5.0160, -2.8969, -4.9382], [-4.6569, -4.1889, -4.2258], [-4.4657, -3.9632, -2.7013], [-4.3667, -5.1686, -1.8672], [-5.7799, -5.8268, -1.6542], [-5.4688, -6.8372, -0.5473], [-4.3782, -6.1965, 0.3216], [-3.9854, -4.9146, -0.4614], [-3.3505, -6.1237, -2.4878], [-5.5609, -2.4889, -7.0553], [-5.3138, -4.1900, -6.6216], [-3.9581, -3.0518, -6.8579], [-6.0943, -2.7055, -4.7405], [-4.4271, -2.0573, -4.6254], [-3.7446, -4.6039, -4.5874], [-5.4613, -4.8817, -4.4428], [-5.2782, -3.3944, -2.3180], [-3.5335, -3.3993, -2.5747], [-6.0784, -6.2200, -2.6206], [-6.4009, -5.0235, -1.2485], [-5.2325, -7.7944, -1.0257], [-6.3963, -7.0730, -0.0255], [-3.5654, -6.9300, 0.4960], [-4.7785, -5.7664, 1.2142], [-2.9187, -4.6204, -0.4155], [-4.5818, -4.1341, -0.0305], [-3.1460, -6.9967, -1.9177], [-2.4374, -5.5234, -2.7265], [-3.6525, -6.4707, -3.4625], [-3.8428, 2.0780, -4.1251], [-2.3915, 1.7374, -3.8321], [-2.2403, 1.0150, -2.4864], [-0.8395, 0.6261, -2.1270], [-0.7313, 0.0312, -0.7539], [-1.2920, 0.9308, 0.2552], [-0.1682, 1.0088, 1.3226], [0.7427, -0.1761, 1.0447], [0.7390, -0.1199, -0.4580], [-1.4211, -1.3359, -0.7969], [-4.4636, 1.2149, -3.8810], [-4.0504, 2.4334, -5.1175], [-4.1592, 2.7705, -3.3379], [-1.7785, 2.6392, -3.7260], [-1.8282, 1.1660, -4.5898], [-2.8865, 0.1202, -2.5505], [-2.6723, 1.6073, -1.6959], [-0.1165, 1.4299, -2.2097], [-0.4306, -0.1954, -2.7517], [-2.1749, 0.4593, 0.6232], [-1.4308, 1.8775, -0.2515], [-0.6790, 1.2228, 2.2661], [0.4694, 1.8659, 1.1773], [0.3122, -1.0833, 1.4679], [1.7195, -0.0148, 1.4548], [1.1993, -0.9349, -1.0674], [1.2569, 0.7494, -0.8588], [-1.2686, -1.6643, 0.2155], [-0.8734, -1.9574, -1.5195], [-2.4724, -1.2067, -0.9817], [-4.8338, -0.7973, 1.7473], [-4.5125, -2.1951, 2.5299], [-5.2164, -3.3950, 2.1279], [-4.2765, -1.9227, 3.9210], [-2.9335, -2.4349, 2.0818], [-5.3364, -0.8212, 0.3040], [-4.4705, -0.1279, -0.5454], [-6.7256, -0.8167, 0.0699], [-5.0524, -2.4601, -0.2180], [5.2600, -1.9343, 1.2851], [5.0344, -1.1312, 2.5947], [4.0611, 0.0139, 2.5953], [6.2259, -0.6879, 3.2533], [4.2988, -2.1793, 3.6881], [3.9512, -2.7402, 0.6585], [3.6151, -2.2728, -0.6126], [2.8569, -3.1174, 1.4604], [4.6270, -4.1920, 0.2632], [3.8123, 3.0844, -1.0600], [3.9682, 2.5002, -2.3085], [3.6749, 2.0188, -0.2744], [4.9119, 3.7204, -0.7564], [2.3013, 4.1030, -1.1426], [2.5589, 5.2016, -1.9960], [1.2236, 3.2289, -1.5113], [2.2919, 4.6237, 0.3541], [1.2089, 5.7892, 0.5963], [1.7575, 7.0516, 0.8990], [0.1590, 5.7870, -0.4428], [0.3279, 5.3124, 2.2352], [1.2177, 5.1138, 3.1798], [-0.4878, 6.1784, 2.7660], [-0.2330, 4.1227, 2.0338], [-0.4797, -2.8285, -5.1679], [-0.4303, -3.8810, -5.9675], [-0.3826, -1.7157, -5.8533], [-1.6925, -2.6829, -4.4722], [0.9041, -3.1052, -3.9652], [1.9687, -3.5974, -4.7356], [1.0862, -1.7724, -3.4375], [0.2099, -4.1671, -3.0225], [0.9650, -5.3883, -2.3265], [0.4014, -6.6984, -2.5736], [2.3690, -5.1730, -2.4871], [0.6637, -5.0830, -0.5361], [-0.6804, -5.2258, -0.1618], [1.3172, -5.9308, 0.2570], [0.9510, -3.8618, -0.2175]],
  "forces_ev_per_a": [[0.803, -0.134, 0.311], [-0.239, 0.655, -0.773], [-1.048, 1.244, -0.615], [0.735, -0.487, 1.699], [-1.418, -0.088, -1.077], [0.150, -0.862, 0.113], [0.338, 1.151, 0.224], [1.116, -1.155, -1.337], [-0.217, 0.163, 0.644], [-0.381, -0.144, -0.404], [-1.258, 0.864, -0.501], [-0.875, 0.674, 0.275], [-0.121, -0.639, -0.054], [0.314, -0.269, -0.403], [0.080, -0.878, 0.396], [0.608, -0.540, 0.009], [-0.155, 0.508, -0.231], [0.279, -0.436, -0.092], [-0.812, 0.804, 0.975], [0.829, 0.525, 0.096], [0.009, 0.250, 0.012], [0.641, -0.329, -0.161], [0.379, -0.110, 0.307], [0.097, -0.438, 0.240], [0.389, -0.396, 0.117], [-0.612, -1.972, -0.361], [0.078, -0.205, -0.575], [0.885, 0.514, 1.269], [-0.956, 0.088, -0.811], [0.304, -0.117, 0.892], [0.278, -0.802, -0.476], [-0.060, 0.035, 0.489], [-1.440, 1.925, 0.477], [-0.092, 0.375, -0.210], [-1.037, 0.993, -1.142], [1.158, -1.835, 1.037], [0.260, 0.373, -0.202], [0.391, 0.942, 0.407], [0.258, 0.305, 0.234], [-0.795, -0.277, -0.823], [-0.309, 0.158, -0.268], [0.543, -0.678, -0.513], [-0.373, 0.021, 0.872], [0.873, -0.735, -0.618], [0.733, 0.121, -0.049], [0.229, -0.136, 0.410], [-0.080, 0.016, 0.275], [-0.887, -0.404, 0.103], [-0.316, 0.052, -0.523], [0.976, 0.901, -0.072], [-0.138, 0.483, 0.454], [-0.188, -0.939, -0.766], [0.169, 0.595, 0.550], [1.095, -1.404, 0.248], [-1.778, 0.513, -0.512], [0.004, 0.276, 0.966], [0.699, -0.149, -0.438], [0.409, -0.488, 0.163], [-0.528, 0.800, -0.385], [-0.187, -0.318, -2.184], [-0.619, -0.870, 1.245], [-0.292, 0.182, -0.067], [-0.067, -0.245, -0.011], [0.464, -0.111, 0.161], [-0.663, 0.047, 0.202], [0.120, 0.282, -0.514], [0.406, -0.109, 0.346], [-0.238, 0.898, -0.234], [0.508, 0.300, 0.220], [-0.107, 0.294, -0.608], [-0.333, -0.122, 0.540], [0.260, -0.359, 0.400], [-0.112, 0.842, 0.039], [0.459, -0.920, -0.201], [0.744, 0.523, 0.606], [-0.360, 0.583, 0.551], [-1.421, -0.817, -1.113], [-0.130, 0.327, 1.526], [0.460, 0.466, -1.269], [-0.676, -1.709, -0.443], [1.886, 0.294, 0.255], [-1.102, -0.498, -0.754], [0.642, -0.119, -1.055], [1.347, -0.775, 0.691], [0.405, 1.530, -0.983], [-0.164, -0.051, 0.224], [0.105, 0.026, -0.312], [0.673, -0.316, -0.079], [0.702, 0.240, 0.273], [0.353, 0.469, 0.125], [0.696, -0.236, -0.647], [-0.138, -0.383, 0.122], [-0.565, 0.594, 0.408], [-0.165, -0.034, 0.124], [-0.381, -0.007, 0.151], [-0.039, -0.030, -0.496], [0.574, 0.173, 0.276], [0.052, 0.237, 0.282], [-0.364, 0.719, 0.126], [-0.154, -0.487, 0.955], [-0.556, -0.288, -0.026], [-0.045, 0.117, -0.409], [0.176, -0.274, 0.951], [-0.486, -0.518, 0.745], [-0.722, -0.008, -0.229], [0.161, -0.581, 1.392], [1.480, 0.069, 0.368], [-1.055, -0.826, -0.740], [0.729, -1.191, -0.960], [0.134, -0.737, -2.590], [1.658, 0.337, 0.678], [-0.907, 0.881, 0.129], [-0.597, 0.037, 0.633], [0.525, -1.261, -0.760], [1.439, 0.815, 0.580], [-0.058, -0.234, -0.518], [-0.101, 0.225, -0.336], [-0.059, 0.432, -0.437], [-0.138, 0.294, -0.110], [-0.682, -0.084, -0.065], [0.308, 0.248, 0.137], [-0.294, 0.385, 0.136], [-0.117, 0.413, 0.248], [-0.364, 0.595, -0.120], [-0.859, 0.219, 0.333], [-0.415, 0.214, 0.479], [0.465, -0.777, 0.367], [-0.089, 0.694, -0.423], [0.264, -0.305, -0.252], [0.661, -0.162, 0.214], [-0.683, 0.079, 0.769], [-0.216, 0.419, 0.404], [-0.221, -0.813, 0.272], [-0.336, 0.141, 0.205], [-0.254, 0.056, -0.193], [0.687, -2.253, 2.241], [0.839, 0.436, 0.836], [0.852, 1.579, 0.501], [-0.838, -0.014, -0.973], [-1.151, -0.050, -0.593], [-1.213, -3.596, -1.300], [1.354, 1.692, -1.411], [-0.840, 0.818, 0.363], [0.086, 2.316, 0.273], [-1.797, -1.026, 0.391], [-1.500, 2.936, 2.220], [0.538, -2.408, -0.835], [0.240, -1.207, -0.597], [0.774, 0.888, -1.138], [2.029, -2.308, -1.458], [-0.010, 1.708, -1.715], [-0.438, 0.208, 2.294], [-0.132, 1.840, 1.191], [0.501, -2.155, -2.182], [-0.183, 1.249, 0.766], [-0.334, 0.170, 1.156], [0.003, 0.465, 0.197], [-0.920, 0.377, 0.477], [0.761, 0.631, -1.629], [0.283, -0.621, 0.139], [-0.693, -0.089, 1.425], [-2.777, -0.127, -1.789], [1.116, 0.976, 0.745], [1.259, -0.438, 1.779], [0.984, -0.654, -1.184], [2.047, -0.267, 1.106], [-1.167, 0.634, -0.886], [-1.041, -0.266, -0.147], [-0.390, -0.418, 1.878], [-1.253, 0.159, -0.319], [0.417, 0.395, -0.614], [0.918, -0.834, -0.999], [-0.509, 0.955, 0.549], [1.193, -0.738, -1.159], [-0.564, -0.070, 0.888], [-1.070, -0.154, 0.557], [0.938, -0.146, -1.324], [-0.168, 1.333, 0.266], [0.223, -0.691, 0.644], [-1.899, -0.922, 1.017], [0.691, -0.164, -0.795], [0.216, 0.144, -0.582], [0.621, 1.308, 0.113]]
}